No. 1
Here is a molecular structure, C18H37CrO16 from the OMol25 dataset. Energies are from ωB97M-V/def2-TZVPD.

Last column: Löwdin spin population.
Geometry (Å):
Cr1 -2.226 7.835 -14.121  3.748
C1 -0.447 4.283 -16.153  0.001
C2 -0.172 5.752 -16.184  0.002
C3 0.152 6.190 -17.629  0.000
O1 -1.130 6.608 -15.588  0.040
H1 0.277 3.896 -16.871  0.000
H2 -1.449 3.988 -16.466  0.000
H3 -0.265 3.872 -15.160  0.000
H4 0.796 5.839 -15.690  0.001
H5 0.975 5.648 -18.095  0.000
H6 0.457 7.235 -17.575  0.000
H7 -0.758 6.100 -18.223  0.000
C4 -5.961 8.913 -16.185  0.000
O2 -5.849 7.499 -16.451  0.004
C5 -4.869 6.810 -15.847  0.011
O3 -4.174 7.265 -14.916  0.037
O4 -4.896 5.552 -16.289  0.003
C6 -4.262 4.486 -15.682  0.000
H8 -6.707 9.314 -16.872  0.000
H9 -5.024 9.418 -16.418  0.000
H10 -6.294 9.166 -15.179  0.000
H11 -3.186 4.659 -15.702  0.000
H12 -4.485 3.520 -16.136  0.000
H13 -4.710 4.430 -14.690  0.000
C7 -2.041 9.606 -18.013  0.000
O5 -1.486 10.596 -17.090  0.003
C8 -1.646 10.603 -15.814  0.006
O6 -2.015 9.668 -15.163  0.025
O7 -1.185 11.752 -15.375  0.002
C9 -1.284 11.933 -13.932  0.000
H14 -1.392 8.769 -17.753  0.000
H15 -1.926 9.762 -19.086  0.000
H16 -3.016 9.305 -17.630  0.000
H17 -0.888 12.856 -13.508  0.000
H18 -0.848 11.095 -13.388  0.000
H19 -2.334 12.023 -13.656  0.000
C10 -0.508 4.948 -11.861  0.000
O8 -1.838 4.790 -11.428  0.004
C11 -2.777 5.484 -11.903  0.010
O9 -2.624 6.396 -12.751  0.024
O10 -3.988 5.004 -11.499  0.004
C12 -4.155 3.716 -10.809  0.000
H20 -0.132 5.948 -11.644  0.000
H21 -0.240 4.664 -12.879  0.000
H22 0.027 4.207 -11.267  0.000
H23 -5.007 3.734 -10.129  0.000
H24 -3.323 3.576 -10.118  0.000
H25 -4.382 2.869 -11.455  0.000
C13 -6.827 9.732 -12.393  0.000
O11 -5.490 9.605 -12.914  0.002
C14 -4.382 9.366 -12.185  0.005
O12 -3.321 9.011 -12.701  0.012
O13 -4.596 9.460 -10.874  0.002
C15 -3.472 9.253 -9.953  0.000
H26 -6.889 10.014 -11.342  0.000
H27 -7.326 8.776 -12.549  0.000
H28 -7.427 10.452 -12.951  0.000
H29 -3.448 8.177 -9.780  0.000
H30 -3.605 9.738 -8.986  0.000
H31 -2.510 9.544 -10.376  0.000
C16 0.986 9.534 -9.757  0.000
O14 0.070 9.419 -10.835  0.002
C17 0.277 8.621 -11.955  0.009
O15 -0.586 8.433 -12.765  0.038
O16 1.549 8.061 -11.968  0.003
C18 1.966 7.285 -13.063  0.000
H32 1.275 8.498 -9.583  0.000
H33 0.885 10.051 -8.802  0.000
H34 1.941 9.845 -10.180  0.000
H35 1.896 7.804 -14.019  0.000
H36 1.228 6.543 -13.370  0.000
H37 2.885 6.710 -12.944  0.000

Energy above the lowest of the compared OMol25 structures with the same formula, charge and spin: 370.28 kJ/mol
Kohn-Sham gap (alpha / beta): 8.0 / 8.2 eV
E_HOMO (alpha / beta): -0.362 / -0.371 Ha
Total charge: +1
Spin multiplicity: 5
E_tot: -2956.1040 hartree


No. 2
Here is a molecular structure, C18H37CrOP3S from the OMol25 dataset. Energies are from ωB97M-V/def2-TZVPD.

Last column: Löwdin spin population.
Geometry (Å):
Cr1 0.297 -0.477 0.814  2.076
P1 2.828 -0.208 0.270  -0.009
P2 0.501 1.524 2.028  -0.018
P3 0.519 -2.508 -1.414  0.004
H1 -5.473 1.406 -1.413  0.008
C1 -5.424 0.317 -1.564  0.126
C2 -5.462 -0.488 -0.490  0.097
H2 -5.729 0.020 0.446  0.003
C3 3.180 0.815 -1.234  0.003
C4 3.865 0.660 1.534  0.002
C5 3.948 -1.660 0.005  -0.006
C6 -1.111 2.100 2.628  0.009
C7 1.545 1.588 3.522  -0.009
C8 1.101 2.872 0.947  -0.003
C9 -0.990 -3.196 -2.102  0.005
C10 1.240 -3.698 -0.279  -0.006
C11 1.651 -2.163 -2.764  0.000
H3 -5.498 -0.006 -2.614  0.005
H4 -5.448 -1.588 -0.492  0.006
H5 4.268 0.946 -1.369  0.000
H6 2.708 1.802 -1.128  0.000
H7 2.764 0.314 -2.120  0.000
H8 4.928 0.624 1.255  0.000
H9 3.744 0.158 2.503  0.000
H10 3.577 1.711 1.643  0.000
H11 4.993 -1.320 -0.054  -0.001
H12 3.724 -2.209 -0.915  0.000
H13 3.854 -2.344 0.859  0.000
H14 -0.966 2.863 3.400  0.000
H15 -1.643 1.239 3.048  0.000
H16 -1.690 2.518 1.797  0.002
H17 2.504 2.088 3.334  0.000
H18 1.734 0.561 3.865  -0.001
H19 1.008 2.149 4.302  -0.001
H20 0.692 3.828 1.302  -0.001
H21 0.756 2.694 -0.081  0.000
H22 2.196 2.942 0.947  0.000
H23 -0.671 -3.848 -2.922  0.000
H24 -1.654 -2.413 -2.491  0.001
H25 -1.502 -3.796 -1.339  0.002
H26 1.185 -4.678 -0.766  -0.001
H27 0.684 -3.715 0.665  -0.002
H28 2.286 -3.473 -0.037  0.000
H29 1.406 -2.883 -3.552  0.000
H30 2.708 -2.259 -2.495  0.000
H31 1.468 -1.151 -3.145  0.000
C12 -2.417 0.229 -0.258  0.170
C13 -2.030 0.600 -1.566  0.030
C14 -2.290 1.906 -1.985  0.061
C15 -3.127 2.737 -1.229  0.115
C16 -3.608 2.332 0.030  -0.010
C17 -3.299 1.056 0.477  0.143
S1 -1.934 -1.229 0.500  0.215
H32 0.054 -1.164 -0.956  -0.001
H33 -1.409 -0.067 -2.181  -0.001
H34 -1.839 2.256 -2.921  0.002
H35 -3.431 3.684 -1.659  0.005
H36 -4.234 2.969 0.665  -0.002
H37 -3.697 0.612 1.392  0.000
O1 1.646 -2.078 3.085  0.008
C18 1.014 -1.504 2.270  -0.025

Energy above the lowest of the compared OMol25 structures with the same formula, charge and spin: 0.00 kJ/mol
Kohn-Sham gap (alpha / beta): 7.8 / 5.1 eV
E_HOMO (alpha / beta): -0.657 / -0.643 Ha
Total charge: +3
Spin multiplicity: 4
E_tot: -3248.9121 hartree


No. 3
Here is 3 unconnected molecules or ions with the total composition C18H37FN2O8 from the OMol25 dataset. Energies are from ωB97M-V/def2-TZVPD.

Last column: natural (NBO) charge in e.
Geometry (Å):
C1 -0.006 -2.660 -2.370  -0.719
C2 -0.382 -1.540 -3.312  0.693
O1 0.438 -0.832 -3.841  -0.591
N1 -1.768 -1.370 -3.485  -0.668
C3 -2.163 -0.187 -4.265  -0.233
C4 -1.903 1.104 -3.493  -0.409
C5 -2.896 1.431 -2.372  -0.433
C6 -4.332 1.677 -2.805  -0.068
O2 -5.035 0.475 -3.180  -0.542
C7 -5.188 -0.422 -2.184  0.913
O3 -5.610 -0.151 -1.098  -0.580
N2 -4.799 -1.711 -2.590  -0.472
C8 -4.477 -2.573 -1.456  -0.415
C9 -5.731 -2.311 -3.537  -0.340
C10 -5.019 -3.459 -4.231  0.875
O4 -4.134 -3.383 -5.003  -0.521
F1 -5.499 -4.670 -3.847  -0.341
H1 -0.815 -2.853 -1.667  0.221
H2 0.894 -2.373 -1.830  0.252
H3 0.188 -3.576 -2.933  0.232
H4 -2.140 -2.207 -3.928  0.398
H5 -3.222 -0.302 -4.490  0.213
H6 -1.626 -0.151 -5.219  0.197
H7 -0.905 1.046 -3.055  0.228
H8 -1.870 1.941 -4.199  0.205
H9 -2.848 0.674 -1.581  0.210
H10 -2.570 2.366 -1.904  0.220
H11 -4.352 2.309 -3.694  0.194
H12 -4.898 2.186 -2.021  0.198
H13 -4.030 -3.495 -1.836  0.200
H14 -5.352 -2.828 -0.850  0.196
H15 -3.728 -2.083 -0.838  0.225
H16 -6.654 -2.657 -3.060  0.208
H17 -5.957 -1.577 -4.312  0.254
C11 3.207 -1.055 3.001  -0.259
O5 1.889 -0.973 3.517  -0.553
C12 0.970 -0.360 2.632  -0.088
C13 0.125 -1.375 1.894  -0.087
O6 0.898 -2.181 1.022  -0.555
C14 1.201 -3.461 1.547  -0.254
H18 3.770 -1.728 3.645  0.189
H19 3.218 -1.447 1.981  0.177
H20 3.691 -0.072 3.013  0.179
H21 1.497 0.276 1.912  0.175
H22 0.310 0.278 3.229  0.183
H23 -0.612 -0.842 1.284  0.182
H24 -0.419 -1.999 2.612  0.174
H25 0.317 -4.108 1.533  0.166
H26 1.581 -3.397 2.569  0.182
H27 1.967 -3.899 0.908  0.191
C15 3.495 3.097 3.619  -0.257
O7 4.780 2.622 3.262  -0.554
C16 5.588 3.597 2.625  -0.088
C17 6.588 4.216 3.577  -0.088
O8 5.957 4.961 4.604  -0.551
C18 5.865 4.270 5.835  -0.254
H28 3.046 2.363 4.287  0.193
H29 3.549 4.061 4.131  0.181
H30 2.861 3.199 2.731  0.166
H31 4.964 4.379 2.180  0.174
H32 6.132 3.099 1.818  0.185
H33 7.228 4.904 3.016  0.185
H34 7.225 3.435 4.006  0.173
H35 6.844 4.210 6.323  0.167
H36 5.470 3.260 5.702  0.178
H37 5.189 4.836 6.474  0.191

Kohn-Sham gap: 9.9 eV
E_HOMO: -0.342 Ha
Spin multiplicity: 1
E_tot: -1519.2820 hartree


No. 4
Here is a molecular structure, C18H37O15V from the OMol25 dataset. Energies are from ωB97M-V/def2-TZVPD.

Last column: Löwdin spin population.
Geometry (Å):
V1 -1.717 1.518 0.115  2.377
O1 -0.042 0.537 -0.422  -0.449
H1 0.359 0.156 -1.227  -0.006
C1 -4.090 -2.806 2.952  0.000
O2 -3.273 -1.671 2.606  0.002
C2 -3.095 -1.218 1.297  0.004
O3 -2.418 -0.284 1.055  0.019
O4 -3.901 -1.935 0.434  0.004
C3 -3.864 -1.526 -0.931  0.002
H2 -4.156 -3.567 2.175  0.000
H3 -5.089 -2.400 3.110  0.000
H4 -3.826 -3.148 3.953  0.000
H5 -4.033 -2.352 -1.621  0.000
H6 -2.911 -1.053 -1.171  0.001
H7 -4.652 -0.781 -1.040  0.000
C4 1.942 0.551 2.769  0.000
O5 0.786 0.559 3.548  0.000
C5 -0.357 1.061 3.142  0.001
O6 -0.626 1.669 2.028  0.011
O7 -1.141 0.865 4.122  0.001
C6 -2.575 1.379 4.081  0.000
H8 2.294 1.563 2.570  0.000
H9 1.676 0.188 1.776  0.000
H10 2.595 -0.242 3.133  0.000
H11 -2.541 2.468 4.081  0.000
H12 -3.019 1.051 5.021  0.000
H13 -3.145 0.989 3.238  0.000
C7 -1.265 5.113 -2.504  0.000
O8 -0.224 5.223 -1.554  0.003
C8 -0.034 4.332 -0.471  0.004
O9 -0.796 3.395 -0.161  0.025
O10 1.104 4.747 0.044  0.002
C9 1.718 4.072 1.074  0.000
H14 -1.164 5.635 -3.456  0.000
H15 -2.206 5.439 -2.061  0.000
H16 -1.422 4.074 -2.792  0.000
H17 1.602 4.574 2.035  0.000
H18 2.701 4.334 0.682  0.000
H19 1.346 3.047 1.050  0.000
C10 5.235 -3.994 2.120  0.000
O11 5.189 -2.975 1.195  0.000
C11 4.095 -2.339 0.937  0.000
O12 2.994 -2.583 1.350  0.000
O13 4.300 -1.512 -0.122  0.000
C12 3.286 -0.815 -0.789  0.000
H20 4.478 -3.904 2.899  0.000
H21 6.250 -4.072 2.509  0.000
H22 5.104 -4.855 1.464  0.000
H23 2.743 -1.470 -1.470  0.000
H24 3.788 0.012 -1.290  0.000
H25 2.582 -0.395 -0.071  0.000
C13 0.067 -2.938 -1.933  -0.001
C14 -0.337 -3.880 -0.822  0.000
O14 -0.800 -4.951 -1.027  0.000
C15 0.095 -3.695 0.607  0.000
H26 1.131 -2.701 -1.914  0.000
H27 -0.536 -2.030 -1.925  0.000
H28 -0.164 -3.537 -2.814  0.000
H29 1.051 -4.215 0.661  0.000
H30 -0.621 -3.952 1.388  0.000
H31 0.273 -2.622 0.671  0.000
C16 -0.766 0.694 -4.370  0.000
C17 -0.430 2.103 -4.900  0.000
O15 -1.140 2.717 -5.681  0.000
C18 0.746 2.794 -4.250  0.000
H32 -0.131 -0.098 -4.765  0.000
H33 -1.739 0.296 -4.657  0.000
H34 -0.741 0.560 -3.288  0.001
H35 1.596 2.130 -4.406  0.000
H36 0.788 3.000 -3.180  0.000
H37 1.073 3.672 -4.807  0.000

Kohn-Sham gap (alpha / beta): 3.4 / 5.6 eV
E_HOMO (alpha / beta): -0.509 / -0.510 Ha
Total charge: +2
Spin multiplicity: 3
E_tot: -2779.9502 hartree


No. 5
Here is 6 unconnected molecules or ions with the total composition C18H38BrN10O6 from the OMol25 dataset. Energies are from ωB97M-V/def2-TZVPD.

Last column: Mulliken charge in e.
Geometry (Å):
N1 -4.685 -3.207 2.504  -0.317
C1 -3.676 -2.658 2.534  0.464
O1 -2.515 -2.048 2.365  -0.246
N2 -1.953 -2.414 1.154  -0.073
C2 -2.248 -1.832 -0.018  0.643
N3 -1.696 -2.255 -1.161  -0.496
C3 -2.210 -1.466 -2.091  -0.224
N4 -3.058 -0.591 -1.584  0.126
N5 -3.086 -0.804 -0.233  -0.218
Br1 -4.115 0.255 0.862  0.179
H1 -1.280 -3.171 1.168  0.233
H2 -1.977 -1.514 -3.146  0.502
H3 -3.588 0.116 -2.092  0.382
C4 3.800 -2.185 2.632  -1.301
C5 2.596 -2.208 1.726  0.884
O2 2.560 -2.858 0.692  -0.666
N6 1.517 -1.465 2.094  0.023
C6 1.346 -0.630 3.274  -0.816
H4 4.567 -2.821 2.202  0.294
H5 4.188 -1.170 2.725  0.338
H6 3.543 -2.562 3.623  0.365
H7 0.764 -1.528 1.431  0.049
H8 0.497 -0.990 3.862  0.265
H9 1.160 0.397 2.972  0.216
H10 2.235 -0.649 3.892  0.339
C7 1.774 4.192 2.755  -1.125
C8 2.368 3.030 1.999  0.798
O3 2.754 2.015 2.563  -0.643
N7 2.471 3.142 0.648  -0.153
C9 2.079 4.260 -0.189  -0.855
H11 1.772 3.960 3.814  0.022
H12 2.368 5.093 2.607  0.412
H13 0.749 4.378 2.428  0.385
H14 2.883 2.335 0.206  0.244
H15 1.334 3.941 -0.920  0.267
H16 2.946 4.647 -0.728  0.293
H17 1.659 5.060 0.410  0.332
C10 2.607 3.196 7.014  -1.265
C11 2.424 4.688 6.847  0.782
O4 2.682 5.254 5.797  -0.642
N8 1.962 5.386 7.916  -0.171
C12 1.610 4.887 9.232  -0.815
H18 2.980 2.789 6.078  0.224
H19 3.327 2.982 7.804  0.436
H20 1.657 2.716 7.255  0.354
H21 1.865 6.374 7.740  0.243
H22 0.563 5.105 9.448  0.280
H23 2.227 5.368 9.992  0.289
H24 1.760 3.815 9.290  0.308
C13 -1.320 0.485 -5.632  -1.261
C14 -2.822 0.391 -5.637  0.843
O5 -3.470 0.472 -4.590  -0.694
N9 -3.444 0.208 -6.814  -0.173
C15 -2.844 0.083 -8.132  -0.840
H25 -0.987 0.627 -4.608  0.210
H26 -0.881 -0.436 -6.018  0.336
H27 -0.978 1.332 -6.227  0.479
H28 -4.448 0.155 -6.741  0.239
H29 -3.215 0.874 -8.784  0.311
H30 -3.107 -0.881 -8.567  0.282
H31 -1.764 0.154 -8.073  0.325
C16 0.002 -5.204 -6.093  -1.400
C17 -0.886 -4.145 -5.488  0.842
O6 -0.739 -2.959 -5.748  -0.598
N10 -1.863 -4.561 -4.641  -0.073
C18 -2.170 -5.918 -4.220  -0.896
H32 0.724 -4.718 -6.741  0.286
H33 0.537 -5.748 -5.315  0.380
H34 -0.586 -5.908 -6.683  0.389
H35 -2.434 -3.814 -4.282  0.131
H36 -3.189 -6.178 -4.509  0.314
H37 -2.083 -6.003 -3.136  0.281
H38 -1.488 -6.625 -4.679  0.337

Kohn-Sham gap: 6.5 eV
E_HOMO: -0.403 Ha
Total charge: +1
Spin multiplicity: 1
E_tot: -4281.3678 hartree


No. 6
Here is 13 unconnected molecules or ions with the total composition C18H38Cl24NO2 from the OMol25 dataset. Energies are from ωB97M-V/def2-TZVPD.

Last column: Mulliken charge in e.
Geometry (Å):
C1 2.956 -0.856 2.053  -0.720
O1 3.235 -1.928 1.112  -0.697
C2 2.048 -2.557 0.670  0.783
C3 1.296 -3.287 1.806  -0.792
N1 -0.174 -3.350 1.607  -0.139
C4 -0.866 -2.262 2.299  -0.878
C5 -1.109 -1.100 1.272  0.928
C6 -2.458 -0.339 1.524  -1.066
O2 -0.070 -0.133 1.297  -0.505
H1 3.182 -1.181 3.090  0.072
H2 3.523 0.050 1.781  0.066
H3 2.390 -3.315 -0.063  -0.041
H4 1.377 -1.853 0.149  0.017
H5 1.568 -2.916 2.807  0.278
H6 1.633 -4.344 1.774  0.284
H7 -0.522 -4.261 1.857  0.239
H8 -1.874 -2.622 2.579  0.491
H9 -0.297 -1.961 3.196  0.282
H10 -1.162 -1.557 0.278  -0.487
H11 -2.983 -0.271 0.556  0.300
H12 -2.176 0.668 1.876  0.031
H13 -3.139 -0.840 2.229  0.309
H14 0.378 -0.176 2.147  0.324
C7 0.440 -4.647 -2.601  0.832
Cl1 -0.625 -3.370 -2.010  -0.159
Cl2 1.045 -5.650 -1.279  -0.199
H15 -0.114 -5.277 -3.287  -0.332
H16 1.282 -4.191 -3.111  -0.185
C8 -0.745 3.361 2.475  0.300
Cl3 -1.607 2.853 3.933  -0.181
Cl4 0.707 4.286 2.879  -0.235
H17 -0.457 2.475 1.910  0.074
H18 -1.403 3.986 1.879  -0.029
C9 -5.270 5.161 3.615  -0.366
Cl5 -5.424 3.894 4.839  -0.153
Cl6 -3.859 4.900 2.587  -0.021
H19 -6.159 5.160 2.994  0.339
H20 -5.163 6.119 4.113  0.204
C10 3.056 6.552 1.073  0.316
Cl7 4.733 6.629 1.626  -0.166
Cl8 2.333 8.166 0.986  -0.171
H21 3.033 6.103 0.086  0.267
H22 2.485 5.948 1.769  -0.208
C11 -0.990 -9.105 -2.628  -0.408
Cl9 -1.994 -8.446 -1.333  -0.148
Cl10 -0.756 -7.928 -3.928  -0.069
H23 -0.021 -9.371 -2.219  0.277
H24 -1.477 -9.984 -3.036  0.329
C12 -2.378 -6.252 -6.885  -0.300
Cl11 -0.967 -5.693 -5.985  -0.114
Cl12 -3.063 -4.964 -7.886  -0.172
H25 -2.081 -7.074 -7.528  0.321
H26 -3.132 -6.586 -6.179  0.262
C13 -0.552 3.158 7.445  0.222
Cl13 0.803 4.094 8.084  -0.146
Cl14 -2.086 3.650 8.179  -0.167
H27 -0.610 3.317 6.373  -0.252
H28 -0.383 2.108 7.656  0.344
C14 -2.024 6.275 5.439  0.329
Cl15 -0.510 6.854 6.143  -0.161
Cl16 -2.834 7.546 4.511  -0.200
H29 -1.808 5.445 4.775  -0.240
H30 -2.680 5.949 6.240  0.274
C15 -0.313 -2.029 -7.504  -0.260
Cl17 0.888 -2.522 -6.307  -0.053
Cl18 0.303 -0.746 -8.555  -0.178
H31 -0.572 -2.888 -8.114  0.198
H32 -1.192 -1.664 -6.984  0.276
C16 2.794 -0.396 -3.732  -0.220
Cl19 2.012 0.881 -4.677  -0.187
Cl20 1.619 -1.561 -3.119  0.072
H33 3.502 -0.914 -4.368  -0.050
H34 3.308 0.056 -2.890  0.401
C17 -1.174 8.253 -1.010  -0.279
Cl21 -1.796 7.963 -2.640  -0.169
Cl22 -1.400 6.847 0.034  -0.043
H35 -0.113 8.472 -1.073  0.190
H36 -1.703 9.096 -0.579  0.304
C18 5.749 -2.767 -3.497  -0.316
Cl23 4.410 -3.909 -3.654  -0.101
Cl24 5.972 -1.809 -4.969  -0.177
H37 5.543 -2.099 -2.666  0.271
H38 6.660 -3.324 -3.307  0.334

Kohn-Sham gap: 3.0 eV
E_HOMO: -0.049 Ha
Total charge: -1
Spin multiplicity: 1
E_tot: -11958.3480 hartree


Q: Which value of E_tot does entry 4 give?
A: -2779.9502 hartree